No. 1
{"formula": "C2H3PS3", "method": "wB97M-V/def2-TZVPD", "e_lumo_ev": [-1.349, -1.880], "spin_multiplicity": 1, "charge": 0, "mol_weight_g_mol": 154.2, "e_tot_ha": -1613.77090, "de_lowest_ev": 2.563, "orbital_gap_ha": [0.2532, 0.2516], "homo_energy_ev": [-8.24, -8.73], "max_force_ev_per_a": 5.1, "elements": ["H", "H", "S", "C", "H", "S", "P", "S", "C"], "coordinates": [[0.67002, -2.51242, -1.47786], [-0.79995, 0.98863, 1.83413], [2.27844, -1.33123, -0.21190], [0.78888, -1.48206, -1.21553], [-2.65155, 2.08233, 1.55503], [2.37232, 0.20175, 0.90925], [-1.28699, 2.30563, 1.70213], [-1.25906, 0.34692, -1.82417], [-0.11211, -0.59955, -1.27108]], "lowdin_charge": [0.07, -0.27, 0.35, -0.54, -0.27, 0.11, 0.55, 0.75, -0.76]}

No. 2
{"formula": "C4H13N2", "method": "wB97M-V/def2-TZVPD", "e_lumo_ev": [-14.450, -14.423], "spin_multiplicity": 2, "charge": 2, "mol_weight_g_mol": 89.2, "e_tot_ha": -268.70605, "de_lowest_ev": 8.172, "orbital_gap_ha": [0.1455, 0.1494], "homo_energy_ev": [-18.41, -18.49], "max_force_ev_per_a": 4.3, "s_squared": 0.76, "elements": ["H", "H", "C", "C", "N", "H", "H", "H", "H", "C", "H", "N", "H", "C", "H", "H", "H", "H", "H"], "coordinates": [[-1.96273, 1.99926, 0.84252], [2.88418, -1.48701, -0.46544], [-0.31044, 2.50612, -0.23726], [-0.18943, -2.12096, -0.69493], [1.97231, -1.46491, 0.04709], [0.71511, -2.62105, 1.25518], [-0.32440, 1.44560, -0.45186], [0.07154, -2.21889, -1.78132], [-0.60398, 2.91782, -1.22058], [-1.33082, 2.82982, 0.83218], [0.76982, 2.74808, -0.03627], [-0.47817, -0.72659, -0.27797], [-1.91885, 3.72800, 0.98572], [1.03788, -2.55927, 0.15351], [-0.81048, 2.87510, 1.87510], [-0.98546, -2.91434, -0.63913], [-1.44839, -0.79156, -0.00688], [1.42314, -0.59494, -0.09703], [1.48917, -3.55029, -0.08260]], "lowdin_charge": [0.05, 0.21, -0.10, -0.13, 0.33, 0.20, 0.03, 0.20, 0.12, -0.08, 0.11, 0.33, 0.11, -0.11, 0.13, 0.17, 0.12, 0.12, 0.17]}

No. 3
{"formula": "C2H2CoLiO2", "method": "wB97M-V/def2-TZVPD", "e_lumo_ev": [-5.869, -5.981], "spin_multiplicity": 4, "charge": 1, "mol_weight_g_mol": 123.9, "e_tot_ha": -1617.86119, "de_lowest_ev": 0.825, "orbital_gap_ha": [0.2572, 0.3072], "homo_energy_ev": [-12.87, -14.34], "max_force_ev_per_a": 5.1, "s_squared": 3.78, "elements": ["O", "C", "Li", "C", "H", "Co", "H", "O"], "coordinates": [[-1.28802, 1.05502, 0.23618], [0.36385, -0.59251, 0.02419], [-1.06526, 0.79739, -1.61050], [-0.52828, 0.16559, 0.78424], [0.46765, -1.42936, 0.83371], [2.03409, 0.21956, -0.79501], [-0.38537, 0.18835, 1.88185], [0.40134, -0.40404, -1.35466]], "lowdin_charge": [-0.12, -0.36, 0.81, -0.27, 0.16, 0.95, 0.14, -0.31]}

No. 4
{"formula": "C52H110N6O8", "method": "wB97M-V/def2-TZVPD", "e_lumo_ev": -12.375, "spin_multiplicity": 1, "charge": 4, "mol_weight_g_mol": 947.5, "e_tot_ha": -2975.96834, "orbital_gap_ha": 0.0611, "homo_energy_ev": -14.04, "max_force_ev_per_a": 9.8, "elements": ["H", "H", "H", "C", "C", "C", "H", "H", "H", "H", "H", "H", "H", "H", "O", "H", "N", "H", "C", "C", "C", "C", "H", "C", "H", "C", "C", "C", "H", "C", "H", "C", "C", "H", "H", "H", "C", "H", "N", "H", "C", "H", "C", "C", "C", "C", "O", "H", "H", "H", "C", "H", "H", "H", "H", "H", "H", "H", "H", "O", "H", "H", "C", "C", "H", "H", "H", "C", "H", "C", "O", "H", "C", "H", "H", "N", "H", "H", "H", "H", "C", "C", "H", "C", "O", "H", "H", "H", "C", "C", "H", "H", "H", "H", "H", "H", "H", "H", "H", "H", "O", "H", "H", "C", "H", "C", "H", "H", "C", "H", "H", "C", "C", "H", "H", "H", "H", "C", "N", "H", "C", "C", "H", "C", "C", "C", "H", "C", "H", "C", "H", "C", "H", "H", "C", "H", "H", "O", "H", "H", "H", "H", "H", "H", "H", "H", "H", "C", "H", "N", "H", "C", "C", "H", "H", "H", "C", "H", "H", "H", "H", "H", "H", "H", "O", "H", "H", "H", "N", "H", "H", "C", "C", "H", "H", "H"], "coordinates": [[16.29965, -4.57948, -16.93220], [10.43546, -8.93328, -21.89981], [15.61408, 1.65788, -20.33692], [16.68805, 2.71493, -24.07137], [15.05295, 3.89704, -22.88454], [11.51426, 1.36799, -23.19196], [16.41562, -1.47751, -21.29659], [16.78358, 1.16763, -22.39242], [14.72869, -3.18939, -26.58785], [10.25613, -1.06586, -20.11209], [14.50724, -1.65480, -23.82795], [19.15010, -5.18232, -20.92736], [13.67617, 2.65039, -17.08696], [15.73425, -8.59324, -20.83461], [12.53089, -2.32404, -20.19025], [17.10543, 0.90343, -16.01407], [15.12800, 2.51684, -22.27105], [16.90466, -7.24946, -22.18692], [13.73622, 1.98193, -22.09908], [14.22462, -5.22293, -18.87212], [13.20070, 0.73213, -16.13801], [17.88769, -0.93501, -20.84986], [8.44770, -6.65507, -23.83008], [6.60359, 2.33740, -18.16709], [7.71288, -0.90202, -17.73210], [14.00041, -0.57983, -16.18109], [16.06398, 1.59591, -23.09017], [16.20081, 0.68167, -15.44787], [6.70055, 0.94689, -16.53314], [15.67925, -5.70616, -18.68615], [12.12485, -0.49822, -28.17222], [12.89453, -1.36113, -25.40155], [7.19008, -0.12127, -18.28458], [9.06563, 0.91052, -20.94382], [11.81023, 0.32181, -23.11434], [17.25467, -6.01220, -17.24728], [9.87060, -6.45380, -19.83993], [17.03790, 2.36991, -25.04433], [16.58063, -4.88126, -19.55882], [9.18748, 1.49458, -17.29792], [9.42596, 0.99570, -18.23726], [5.31250, 0.67855, -17.38998], [15.60087, 3.76423, -24.23689], [15.84201, -4.77106, -21.96549], [10.74217, -7.65323, -19.55939], [15.76451, -7.17561, -19.08433], [14.47181, -1.51800, -20.79345], [15.41760, -0.60581, -13.83875], [12.51086, 3.17499, -23.68995], [10.28482, -4.18087, -19.84263], [13.49320, -1.94449, -24.10345], [13.54908, -0.66544, -25.92660], [11.38498, -3.12435, -28.03422], [14.25604, -1.89155, -27.75459], [9.83346, -3.02112, -21.66773], [12.58934, -3.61148, -23.23755], [11.46695, -5.16815, -22.45595], [8.10739, -2.48442, -21.95299], [9.46509, -1.63821, -22.65997], [19.02846, -0.47234, -21.06382], [11.64239, -5.25004, -20.25015], [12.55962, -7.16130, -20.83898], [7.37793, 2.05086, -19.47070], [8.48932, 0.09042, -20.51556], [9.60757, -7.85369, -24.41729], [16.58800, 3.18082, -21.01831], [12.13345, 0.52812, -16.22440], [9.23788, -1.30584, -20.41815], [17.03248, -1.02563, -17.37834], [16.84481, -5.26636, -21.06920], [8.39168, -5.39933, -21.57157], [6.55212, 1.64037, -20.05176], [13.18420, -3.40756, -24.12786], [13.28204, 1.35365, -15.24627], [9.99967, 1.70232, -18.83697], [9.33386, -6.41884, -21.26400], [13.52231, -1.17674, -16.95776], [9.18724, -1.03780, -27.99317], [17.77305, 1.14120, -13.32095], [15.75539, -6.23129, -16.53910], [13.92999, -2.77215, -27.20111], [13.39489, -1.52884, -20.17403], [10.01574, 0.08788, -18.11029], [16.38944, -0.20421, -14.12572], [16.65172, -3.53872, -19.23881], [14.07449, -4.03298, -24.19368], [15.42403, 0.90455, -23.63843], [13.67964, -3.51543, -27.95805], [10.76089, -5.13564, -19.61930], [16.80027, -6.84023, -21.18207], [12.36841, -8.80205, -20.65031], [9.07533, -6.70629, -17.86179], [8.05038, 2.83898, -19.80948], [15.72681, 4.44364, -22.22481], [13.14382, 2.42942, -21.30101], [5.73595, 2.99687, -18.18671], [13.56113, -5.53356, -18.06504], [11.53992, -6.08462, -23.96458], [14.71667, -7.16911, -20.98179], [12.46755, -4.67327, -25.83247], [12.97031, -0.44027, -19.58284], [18.46006, -4.72389, -22.40288], [15.44273, -1.76913, -17.90058], [9.09824, -7.47671, -23.53041], [10.58038, -2.43674, -26.61682], [15.66557, 2.63981, -20.80730], [11.04875, -0.14590, -26.90622], [14.80294, -5.03060, -21.76281], [12.33077, -3.71296, -25.33527], [15.94044, 4.71677, -24.64366], [6.68830, -0.66506, -19.08496], [16.24322, -5.60803, -17.28855], [11.08531, -8.07284, -22.05929], [17.10904, 0.28819, -12.08323], [15.04843, -7.76069, -18.50727], [17.67211, -7.28146, -20.69904], [13.86161, 0.90819, -21.95963], [16.79811, 0.76253, -13.01405], [15.37405, -0.07470, -16.56127], [14.11121, -4.14302, -18.77709], [8.70963, -6.31141, -18.80965], [6.34531, 0.98096, -17.56307], [14.96805, 0.44423, -18.62193], [16.04658, -1.38203, -17.07984], [15.63884, -7.54786, -20.54106], [18.23527, -4.75382, -21.33673], [17.59822, 3.20951, -23.73214], [11.76396, -7.89885, -20.73385], [10.90517, 1.56098, -24.07507], [10.06474, -0.75023, -28.57230], [15.58136, 1.55991, -15.26595], [11.26806, -0.91721, -27.64452], [11.85599, -8.24517, -22.81059], [11.28024, -3.70443, -25.04474], [13.68461, 1.58138, -17.29969], [15.90890, 1.62309, -17.81324], [14.10166, 4.39998, -22.71077], [17.43221, -0.73451, -19.73902], [13.86147, -5.62489, -19.81798], [10.20471, -1.45440, -29.39245], [12.84753, 1.43981, -17.98332], [10.12017, -8.52730, -19.36643], [12.26379, -1.08976, -19.55851], [13.23581, 1.57317, -24.25978], [18.35014, -3.69209, -21.11852], [13.88608, -1.10702, -15.23393], [10.84573, 1.48635, -22.33922], [10.88014, -5.75644, -23.16141], [11.16225, -4.98410, -18.61728], [8.19998, 0.76885, -19.13055], [7.92302, -7.03388, -19.02731], [10.12462, -6.89108, -22.53706], [12.81172, 2.15691, -23.44277], [14.99923, 3.38087, -20.36580], [16.01930, 1.47712, -12.74774], [7.27060, 2.88389, -17.50033], [15.05889, 0.95717, -17.66446], [14.76586, 3.44868, -24.86241], [10.09635, -5.17464, -23.64647], [8.45106, -8.24224, -23.10235], [8.27023, -5.32923, -18.63541], [11.95952, -0.87348, -25.12578], [16.13334, -2.16633, -16.32789], [7.68109, -0.08406, -21.22579], [17.20272, -1.46229, -21.84599], [9.83727, 0.29842, -28.76389], [17.13659, -0.98720, -14.25528], [12.91228, -1.53493, -23.27707], [12.67759, -2.60270, -26.34276], [16.69352, -7.61312, -18.71877], [16.15158, -5.18565, -22.92485], [9.14075, -2.18647, -21.77549], [11.47486, -2.38579, -27.23763], [11.36763, -7.46563, -18.68663], [15.95179, -3.69636, -22.11065], [8.85261, -1.95904, -19.63521]], "lowdin_charge": [0.07, 0.13, 0.09, -0.09, -0.14, -0.11, 0.04, 0.12, 0.11, 0.07, 0.12, 0.11, 0.12, 0.14, 0.06, 0.14, -0.26, 0.14, -0.10, 0.01, -0.17, -0.91, 0.09, -0.15, 0.13, -0.11, 0.01, -0.03, 0.12, -0.46, 0.11, -0.07, -0.05, 0.10, 0.04, 0.11, -0.40, 0.12, 0.12, 0.11, 0.04, 0.13, -0.16, -0.04, -0.09, -0.14, 0.01, 0.09, 0.11, 0.07, -0.14, 0.13, 0.15, 0.12, 0.03, 0.10, 0.08, 0.08, 0.06, 0.05, 0.05, 0.08, -0.05, -0.09, 0.12, 0.12, 0.10, -0.17, 0.10, -0.43, 0.14, 0.14, -0.16, 0.12, 0.10, 0.18, 0.12, 0.08, 0.09, 0.11, 0.06, -0.95, 0.10, -0.19, 0.12, 0.12, 0.11, 0.11, 0.01, -0.13, 0.13, 0.10, 0.14, 0.13, 0.13, 0.14, 0.10, 0.11, 0.08, 0.14, 0.08, 0.11, 0.07, 0.00, 0.13, 0.07, 0.10, 0.09, -0.09, 0.14, 0.12, -0.01, -0.11, 0.09, 0.14, 0.13, 0.11, -0.10, -0.21, 0.08, 0.00, -0.14, 0.09, 0.03, -0.18, 0.00, 0.13, -0.17, 0.08, -0.08, 0.12, -0.26, 0.14, 0.11, -0.15, 0.13, 0.14, 0.03, 0.05, 0.09, 0.08, 0.14, 0.01, 0.09, 0.08, 0.13, 0.06, -0.03, 0.11, -0.24, 0.10, -0.41, -0.17, 0.11, 0.09, 0.11, -0.08, 0.11, 0.09, 0.11, 0.09, 0.11, 0.10, 0.13, 0.08, 0.09, 0.11, 0.09, -0.21, 0.13, 0.11, -0.06, -0.11, 0.13, 0.09, 0.10]}

No. 5
{"formula": "C3HFNiO3", "method": "wB97M-V/def2-TZVPD", "e_lumo_ev": [-0.308, -2.804], "spin_multiplicity": 3, "charge": 0, "mol_weight_g_mol": 162.7, "e_tot_ha": -1948.75288, "de_lowest_ev": 0.000, "orbital_gap_ha": [0.3482, 0.2565], "homo_energy_ev": [-9.78, -9.78], "max_force_ev_per_a": 1.9, "s_squared": 2.01, "elements": ["O", "C", "O", "Ni", "H", "C", "O", "F", "C"], "coordinates": [[-1.05824, 1.19554, 0.81415], [0.36443, -0.27428, -0.10628], [-0.79500, -0.10768, -0.90467], [1.93422, -1.32434, -0.62356], [0.73385, 0.75336, 1.83419], [0.16346, 0.55090, 0.93324], [-2.68155, 1.13613, -0.75869], [2.96050, -2.69675, -0.86347], [-1.62167, 0.76711, -0.32491]], "lowdin_charge": [0.11, -0.24, 0.04, 0.98, 0.12, -0.10, 0.15, -0.49, -0.58]}

No. 6
{"formula": "C6H10NS", "method": "wB97M-V/def2-TZVPD", "e_lumo_ev": -4.076, "spin_multiplicity": 1, "charge": 1, "mol_weight_g_mol": 128.2, "e_tot_ha": -687.18638, "de_lowest_ev": 2.618, "orbital_gap_ha": 0.3306, "homo_energy_ev": -13.07, "max_force_ev_per_a": 7.6, "elements": ["C", "H", "C", "H", "C", "H", "H", "H", "C", "H", "N", "S", "H", "H", "H", "C", "C", "H"], "coordinates": [[-0.77738, 0.86815, -0.66462], [1.94940, 0.91288, -1.65800], [0.70830, 0.11063, 1.47740], [-0.17929, -0.29506, 2.11498], [-1.29658, -1.46758, -0.43023], [1.56064, -0.46836, 1.80609], [-1.09076, -2.58617, -0.45929], [-0.76383, 1.72843, -1.34484], [0.49256, 0.33552, 0.02923], [1.91827, 1.81848, -0.13533], [-0.29391, -0.58872, -0.80786], [-2.42378, 0.74944, 0.14611], [0.81342, 1.16960, 1.87754], [0.30241, -0.86035, -1.95888], [2.79962, 0.26956, -0.08067], [1.85827, 0.86341, -0.50897], [-2.38154, -0.95319, 0.10379], [-3.19585, -1.60667, 0.49356]], "lowdin_charge": [-0.30, 0.12, -0.03, 0.12, -0.20, 0.09, 0.17, 0.13, -0.48, 0.05, -0.03, 1.02, 0.13, 0.35, 0.15, -0.01, -0.39, 0.12]}

Number 2 is which compound?
C4H13N2